1.
Here is a structure of composition C37H42FeN4O5S6Si from the Open Molecules 2025 dataset. Energies are from the ωB97M-V functional and the def2-TZVPD basis.

Structure (XYZ):
```
96
Properties=species:S:1:pos:R:3:lowdin_charge:R:1
Fe -0.50914 -0.95588 -0.52686 0.55
C 5.45863 -1.99460 -0.58996 -0.20
Si 4.28058 -2.18811 0.87139 0.38
C 4.85055 -1.02833 2.23754 -0.18
C 4.40732 -3.95917 1.49099 -0.19
C 2.59744 -1.78556 0.38008 -0.24
C 1.45787 -1.45472 0.06627 -0.19
H 6.47138 -2.31975 -0.33399 0.02
H 5.50800 -0.95127 -0.91223 0.01
H 5.11073 -2.58527 -1.44026 0.02
H 5.84308 -1.29384 2.61340 0.02
H 4.14325 -1.04953 3.07045 0.02
H 4.88947 0.00231 1.87335 0.02
H 5.44739 -4.27226 1.61984 0.02
H 3.92104 -4.63782 0.78772 0.03
H 3.89556 -4.05785 2.45083 0.02
O -0.02025 1.46424 -0.25562 -0.56
S 1.35974 1.42727 0.36912 0.96
C 1.76484 3.19035 0.69930 -0.30
C 2.99865 3.55175 -0.12525 -0.24
C 2.86939 2.75354 -1.41996 -0.23
C 2.56437 1.33192 -0.98189 -0.30
H 1.89191 3.30960 1.77435 0.08
H 0.87832 3.73808 0.37414 0.09
H 3.90287 3.24737 0.40966 0.11
H 3.06463 4.62884 -0.29571 0.10
H 3.76425 2.80128 -2.04358 0.11
H 2.03775 3.14107 -2.01090 0.09
H 3.43117 0.83010 -0.54506 0.08
H 2.11623 0.67088 -1.72619 0.08
N -2.91466 2.93972 -1.58022 0.02
C -3.93792 2.03456 -2.08797 -0.16
C -3.70470 0.60741 -1.60201 -0.53
O -4.57536 -0.21205 -1.55706 0.12
O -2.43987 0.36580 -1.24286 0.04
H -2.91671 3.82883 -2.05821 0.08
H -1.92334 1.19258 -1.34409 0.06
H -3.01990 3.10519 -0.58649 0.08
H -3.84927 1.98350 -3.17544 0.11
H -4.96952 2.29988 -1.84279 0.12
O 0.02523 -0.54154 -2.36943 -0.29
C -0.16012 -0.45136 -3.70686 -0.60
C 0.25566 0.94758 -4.20274 -0.44
C 0.14008 2.09180 -3.47406 -0.14
C 0.47827 3.26344 -4.20762 -0.21
C 0.85755 2.98912 -5.48603 -0.44
S 0.80721 1.30372 -5.79906 1.02
C 0.72212 -1.51719 -4.37527 -0.47
C 1.73565 -2.17592 -3.75218 -0.10
C 2.40671 -3.09200 -4.61089 -0.18
C 1.88804 -3.11644 -5.86812 -0.44
S 0.56169 -2.03689 -6.01340 0.98
C -1.62452 -0.64187 -4.14212 -0.45
C -2.43997 0.24525 -4.79146 -0.16
C -3.74350 -0.26957 -5.03605 -0.21
C -3.88191 -1.54005 -4.56571 -0.41
S -2.45727 -2.11068 -3.81618 1.05
H -0.16075 2.07242 -2.43586 0.09
H 0.45417 4.26463 -3.79570 0.09
H 1.18676 3.67908 -6.24687 0.05
H 1.94357 -2.02850 -2.69986 0.10
H 3.22795 -3.72045 -4.29437 0.09
H 2.18725 -3.73079 -6.70248 0.05
H -2.11411 1.23206 -5.09156 0.10
H -4.53577 0.28319 -5.52388 0.09
H -4.76758 -2.15532 -4.57267 0.06
C -2.17598 1.04987 2.02568 -0.01
C -1.28452 -0.16662 2.06454 -0.50
O -1.52873 -1.14602 1.29161 -0.11
H -3.05470 0.77828 1.44456 0.08
H -1.67022 1.89121 1.54467 0.06
H -2.47549 1.34856 3.03327 0.08
S 2.69125 -0.45953 6.41391 0.92
C 1.66004 -0.33346 5.03758 -0.66
C 0.98689 0.86831 4.72218 -0.15
C 0.07011 0.96490 3.73167 -0.10
N -0.30712 -0.18600 2.95698 0.01
C 0.45237 -1.38377 3.18679 -0.05
C 1.34467 -1.44699 4.18663 -0.15
C 1.59123 -0.70532 7.79471 -0.52
C 0.43827 -1.48066 7.69196 -0.07
C -0.37569 -1.62208 8.80047 -0.17
N -0.13344 -1.06660 9.99365 0.02
C 0.96977 -0.32559 10.07764 -0.19
C 1.84712 -0.11080 9.02680 -0.12
H 1.22764 1.77463 5.26860 0.10
H -0.36586 1.90299 3.43386 0.08
H 0.26145 -2.17350 2.48097 0.10
H 1.87966 -2.38196 4.31397 0.10
H 0.17742 -1.94320 6.74821 0.10
H -1.27822 -2.22135 8.73383 0.10
H 1.15877 0.13553 11.04351 0.09
H 2.71974 0.51805 9.15764 0.09
S -0.89657 -3.48251 -1.10633 0.49
C -2.39162 -4.05221 -0.61789 -0.95
N -3.41536 -4.49779 -0.29193 -0.03
```

The spin multiplicity is 5. Its frontier orbital gap (alpha / beta) is 0.16222 / 0.16385 Eh. As for the total charge: -2.



2.
Here is a structure of composition C37H42N8O2OsS from the Open Molecules 2025 dataset. Energies are from the ωB97M-V functional and the def2-TZVPD basis.

Structure (XYZ):
```
91
Properties=species:S:1:pos:R:3:lowdin_charge:R:1
Os -0.65895 -0.38938 -0.34477 1.58
C -5.98806 3.05515 2.12471 0.00
C -4.61497 2.62956 1.70488 -0.27
C -3.45875 3.18168 2.25673 0.03
C -2.15080 2.89330 1.73384 -0.11
C -1.11136 3.75598 2.38130 0.07
N 0.06634 3.49043 2.89430 0.08
C 0.65232 2.19490 3.17870 -0.16
C 0.37492 1.71352 4.59445 -0.12
C 0.81015 0.24516 4.94152 -0.12
N 1.11360 -0.57207 3.78363 0.06
C 2.26887 -1.20879 3.48214 0.09
C 2.48994 -1.92344 2.25670 -0.13
C 3.47207 -2.89168 2.27689 0.06
C 3.55171 -3.91253 1.31154 -0.21
C 4.45689 -5.13797 1.46131 -0.02
C 2.64582 -3.81197 0.28626 0.04
C 1.75071 -2.74101 0.09595 -0.11
C 0.84280 -2.93908 -0.98998 -0.02
N -0.24410 -2.20391 -1.26343 -0.11
C -0.77737 -2.55652 -2.59102 -0.21
C -2.16954 -2.05799 -2.87014 -0.18
C -2.33183 -0.57326 -2.89786 -0.19
N -2.22848 0.01561 -1.51336 -0.17
C -3.18646 0.79661 -1.13672 -0.10
C -3.17745 1.47893 0.11531 -0.13
C -4.46223 1.69454 0.73563 -0.01
C -1.99787 1.93342 0.74023 -0.25
O -0.73755 1.57579 0.34920 -0.21
C 1.67188 -1.70976 1.09723 -0.22
O 0.73309 -0.77218 1.11501 -0.27
H -6.51607 3.35418 1.20392 0.11
H -5.87131 3.81168 2.85278 0.07
H -6.49105 2.20808 2.62121 0.11
H -3.55182 3.89415 3.03832 0.12
H -1.49619 4.81760 2.43660 0.18
H 0.60084 4.27858 3.27747 0.19
H 1.71849 2.26774 3.00253 0.14
H 0.17468 1.54505 2.44293 0.09
H -0.68086 1.63094 4.80735 0.11
H 0.81437 2.36149 5.36199 0.13
H -0.09275 -0.24795 5.49878 0.17
H 1.74520 0.28130 5.52702 0.14
H 0.43651 -0.58186 3.00818 0.13
H 2.88911 -1.44838 4.34525 0.16
H 4.30089 -2.64907 2.97494 0.16
H 4.39933 -5.57367 2.51923 0.12
H 5.55106 -5.02837 1.33627 0.10
H 4.08059 -5.92543 0.78084 0.09
H 2.60449 -4.64533 -0.40747 0.14
H 1.11218 -3.73738 -1.72528 0.16
H -0.76866 -3.65309 -2.77814 0.15
H -0.08972 -2.09410 -3.28447 0.11
H -2.95689 -2.45477 -2.12469 0.15
H -2.46549 -2.41996 -3.86242 0.14
H -3.27158 -0.25831 -3.38951 0.14
H -1.52739 -0.12284 -3.53353 0.10
H -4.13488 0.68437 -1.67955 0.15
H -5.30286 1.07359 0.36997 0.14
C -4.85373 -2.82430 1.19639 0.00
N -3.42973 -2.97986 1.53089 -0.16
C -3.02356 -4.04508 2.39549 -0.01
C -2.69111 -1.99947 1.12906 -0.11
N -1.75373 -1.34761 0.79389 0.01
H -5.12046 -3.58130 0.46369 0.11
H -5.09122 -1.86100 0.76771 0.08
H -5.56673 -2.85483 2.11945 0.15
H -3.86570 -4.76131 2.47313 0.12
H -2.57261 -3.76117 3.39050 0.12
H -2.16768 -4.57492 1.85946 0.12
S 4.91518 1.51997 -3.51324 1.09
C 3.26350 1.37063 -2.80608 -0.47
C 2.14988 0.96341 -3.52053 -0.03
C 0.99664 0.56978 -2.84306 -0.10
N 0.90450 0.58655 -1.52900 -0.07
C 1.88325 1.25739 -0.80699 -0.06
C 3.10933 1.56690 -1.39807 -0.03
C 4.48194 2.55314 -4.91879 -0.48
C 4.01497 3.79912 -4.57088 0.03
C 3.79242 4.74636 -5.58504 0.02
N 3.99962 4.53098 -6.89175 0.16
C 4.41259 3.29977 -7.21655 0.05
C 4.74602 2.31024 -6.24857 0.06
H 2.10338 0.98012 -4.59529 0.12
H 0.11349 0.26928 -3.42638 0.10
H 1.71043 1.40533 0.26078 0.10
H 3.88929 2.02402 -0.75564 0.14
H 3.73024 3.95319 -3.52944 0.14
H 3.50995 5.74886 -5.37695 0.14
H 4.44357 3.15613 -8.27315 0.15
H 5.15054 1.35839 -6.50573 0.13
```

The spin multiplicity is 5. Its frontier orbital gap (alpha / beta) is 0.15189 / 0.11460 Eh. As for the total charge: +4.



3.
Here is a structure of composition C37H43AsBrNO4P2PbSi2Te4 from the Open Molecules 2025 dataset. Energies are from the ωB97M-V functional and the def2-TZVPD basis.

Structure (XYZ):
```
96
Properties=species:S:1:pos:R:3:lowdin_charge:R:1
Pb -0.96032 -1.01963 1.77405 0.26
Te -0.67542 0.66314 4.16291 0.07
Te -2.70339 -0.20176 5.78405 -0.19
Te -4.70383 -1.18604 4.15513 -0.21
Te -3.90878 -0.34967 1.72848 -0.05
O -0.92681 1.66300 0.85165 -0.48
P -0.81655 2.78478 -0.10076 0.72
C 0.48456 2.64008 -1.34864 -0.30
P 0.36851 1.15642 -2.37514 0.71
O -0.48570 0.06501 -1.85845 -0.33
C -0.25166 1.73392 -3.99349 -0.30
C -1.30865 1.02892 -4.55575 -0.07
C -1.79501 1.38524 -5.80821 -0.08
C -1.22601 2.44441 -6.49914 -0.10
C -0.16834 3.15312 -5.93972 -0.09
C 0.31918 2.79360 -4.69296 -0.09
C 2.07580 0.68497 -2.77717 -0.25
C 3.16345 1.04551 -1.99026 -0.06
C 4.44306 0.63747 -2.35049 -0.08
C 4.64219 -0.13405 -3.48343 -0.09
C 3.55440 -0.51175 -4.26371 -0.09
C 2.28064 -0.09778 -3.91435 -0.08
C -0.44112 4.30715 0.80594 -0.24
C 0.35186 5.34863 0.34293 -0.08
C 0.59632 6.45126 1.14761 -0.10
C 0.05169 6.51255 2.42263 -0.10
C -0.72597 5.46529 2.89673 -0.07
C -0.96920 4.36142 2.09436 -0.06
C -2.37916 3.10994 -0.95609 -0.24
C -3.53814 2.88427 -0.21540 -0.09
C -4.78206 3.04499 -0.80475 -0.08
C -4.87855 3.43474 -2.13491 -0.10
C -3.72819 3.66939 -2.87528 -0.09
C -2.48199 3.50673 -2.28500 -0.08
H 1.38735 2.58893 -0.71266 0.03
H 0.54094 3.53361 -1.97395 0.06
H -1.74706 0.21857 -3.98522 0.11
H -2.62297 0.83671 -6.24019 0.10
H -1.60272 2.71941 -7.47711 0.09
H 0.27570 3.98206 -6.47728 0.10
H 1.15276 3.34031 -4.26398 0.11
H 3.02994 1.61643 -1.07556 0.08
H 5.28072 0.92081 -1.72567 0.10
H 5.64195 -0.44978 -3.75741 0.09
H 3.69880 -1.13038 -5.14080 0.10
H 1.43513 -0.39793 -4.52259 0.11
H 0.80534 5.30252 -0.64000 0.10
H 1.22780 7.25362 0.78504 0.09
H 0.25629 7.36661 3.05789 0.09
H -1.12486 5.49127 3.90280 0.10
H -1.51470 3.50837 2.48425 0.08
H -3.46514 2.52817 0.80716 0.05
H -5.67304 2.83189 -0.22771 0.10
H -5.85211 3.54191 -2.59874 0.09
H -3.79533 3.96243 -3.91614 0.09
H -1.59186 3.70031 -2.87469 0.09
Br 1.46352 -2.94683 -0.60836 0.72
C 2.66243 -1.67097 0.15276 -0.73
C 4.01821 -1.95121 0.13937 -0.13
C 4.85657 -0.97582 0.66015 -0.09
C 4.31642 0.20421 1.13655 -0.03
C 2.93207 0.36937 1.11755 -0.19
N 2.11931 -0.57825 0.63665 0.09
C 2.29667 1.67506 1.58757 -0.66
O 2.38818 2.60467 0.73410 -0.08
O 1.81803 1.67669 2.71909 -0.08
H 4.38937 -2.87967 -0.26814 0.09
H 5.92847 -1.13983 0.67765 0.10
H 4.93822 0.99911 1.52739 0.12
C -3.82845 -5.67707 2.18260 -0.26
Si -2.20505 -4.88399 1.62907 0.13
C -2.57757 -4.01292 0.00033 -0.26
C -1.07175 -6.33099 1.16811 -0.24
As -1.51758 -3.41507 3.28944 0.53
Si 0.54787 -4.21290 3.96532 0.14
C 0.25934 -5.54996 5.27876 -0.27
C 1.45046 -2.80342 4.82225 -0.26
C 1.81654 -4.98020 2.77030 -0.23
H -4.28515 -6.25983 1.37495 0.01
H -4.52724 -4.89577 2.49149 0.01
H -3.66919 -6.33326 3.04204 0.01
H -2.86374 -4.73993 -0.76802 0.02
H -1.70856 -3.45556 -0.36146 -0.02
H -3.38959 -3.29264 0.12582 -0.01
H -1.62967 -7.02332 0.52816 0.02
H -0.71390 -6.88163 2.04162 0.01
H -0.20013 -5.98405 0.61093 0.00
H -0.41177 -5.18018 6.05599 0.01
H 1.20446 -5.85898 5.73971 0.01
H -0.20828 -6.43237 4.83168 0.01
H 0.80269 -2.29448 5.53908 0.01
H 1.76741 -2.04604 4.10118 0.01
H 2.33846 -3.17736 5.34453 0.02
H 1.40329 -5.24747 1.80058 -0.03
H 2.23833 -5.88495 3.21997 0.02
H 2.63153 -4.27328 2.59248 0.01
```

The spin multiplicity is 1. Its frontier orbital gap is 0.17208 Eh. As for the total charge: -2.



4.
Here is a structure of composition C37H43BO2 from the Open Molecules 2025 dataset. Energies are from the ωB97M-V functional and the def2-TZVPD basis.

Structure (XYZ):
```
83
Properties=species:S:1:pos:R:3:lowdin_charge:R:1
C 7.16949 -4.76750 -2.22190 -0.07
C 5.85125 -4.07331 -2.21129 -0.29
C 5.82011 -2.67042 -2.27106 -0.05
C 4.61160 -1.99326 -2.26022 -0.02
C 3.37340 -2.70670 -2.20930 -0.22
C 2.13172 -2.01732 -2.28529 -0.05
C 0.89725 -2.61165 -2.11744 -0.10
C -0.33723 -1.98664 -2.31918 -0.08
C -1.52069 -2.73421 -2.54993 -0.25
C -2.42628 -2.33532 -3.56577 -0.02
C -3.53837 -3.10808 -3.81515 -0.05
C -3.82162 -4.19352 -2.97101 -0.29
C -5.05481 -4.99920 -3.19455 -0.07
C -2.94979 -4.55921 -1.93626 -0.05
C -1.81398 -3.81604 -1.70244 -0.04
C 3.43449 -4.12339 -2.10289 -0.02
C 4.64822 -4.78958 -2.11958 -0.04
H 7.04577 -5.85045 -2.16819 0.07
H 7.73461 -4.51851 -3.12722 0.08
H 7.77174 -4.44605 -1.36470 0.08
H 6.75903 -2.11199 -2.35346 0.12
H 4.57718 -0.90503 -2.33829 0.11
H 2.20409 -0.93376 -2.39985 0.11
H 0.87542 -3.64965 -1.79305 0.10
H -0.42084 -0.93119 -2.62858 0.12
H -2.26243 -1.39748 -4.10013 0.12
H -4.20872 -2.88449 -4.65197 0.12
H -5.13372 -5.77591 -2.42618 0.07
H -5.95623 -4.37281 -3.17726 0.08
H -4.99042 -5.47611 -4.18026 0.08
H -3.17290 -5.43800 -1.32594 0.11
H -1.19094 -3.97215 -0.81845 0.12
H 2.49792 -4.68449 -2.06686 0.10
H 4.66902 -5.88163 -2.08581 0.11
C -2.68673 4.42086 3.34192 -0.01
C -1.28692 3.85123 3.31835 -0.45
C -0.23175 4.93048 3.66741 0.00
C -1.07193 2.44214 4.10133 -0.44
C -0.48768 2.56739 5.49899 -0.01
C -2.31853 1.55275 4.11745 -0.01
O -0.05148 1.80568 3.31241 0.13
B 0.09636 2.65262 2.22404 -0.63
C 1.45524 2.87615 1.50676 -0.10
C 1.51394 3.76645 0.41417 -0.04
C 2.74752 4.17269 -0.08622 -0.08
C 3.92346 3.65108 0.45828 -0.09
C 3.87332 2.67061 1.45493 -0.08
C 2.64016 2.24026 1.94221 -0.03
C -0.99783 -0.19287 -0.07177 -0.04
C 0.41015 0.24597 -0.43060 -0.10
C -2.16073 0.61375 -0.23370 -0.25
C -3.40542 0.17419 0.30958 -0.05
C -4.58034 0.77160 -0.09460 -0.09
C -4.54671 1.89721 -0.92672 -0.09
C -3.31769 2.48251 -1.25926 -0.09
C -2.12705 1.86499 -0.92665 -0.03
O -1.00213 3.47809 1.96280 0.11
H -2.96744 4.72067 4.35936 0.10
H -2.73983 5.30393 2.69698 0.09
H -3.41949 3.69746 2.96857 0.09
H -0.37227 5.40445 4.64352 0.09
H 0.79776 4.54180 3.61556 0.09
H -0.29188 5.70423 2.89106 0.10
H -1.14736 3.12911 6.17021 0.10
H -0.33924 1.56728 5.92428 0.09
H 0.49603 3.05186 5.45566 0.09
H -3.09717 1.96351 4.77401 0.09
H -2.74052 1.40453 3.11485 0.08
H -2.06683 0.56242 4.51704 0.09
H 0.57664 4.12815 -0.01626 0.12
H 2.77983 4.91496 -0.88150 0.10
H 4.88448 4.01690 0.10611 0.10
H 4.79342 2.25896 1.86965 0.10
H 2.56200 1.42673 2.66954 0.12
H -1.08632 -0.99249 0.69800 0.12
H 1.04680 0.34317 0.45295 0.07
H 0.92147 -0.48616 -1.09623 0.02
H 0.49078 1.21660 -0.92548 0.07
H -3.34154 -0.55706 1.11848 0.11
H -5.52406 0.39445 0.27352 0.10
H -5.46288 2.30087 -1.34032 0.10
H -3.27319 3.44436 -1.75714 0.10
H -1.13977 2.31850 -1.04409 0.10
```

The spin multiplicity is 1. Its frontier orbital gap is 0.14709 Eh. As for the total charge: 0.